Density functional theory data (ωB97M-V with the def2-TZVPD basis set) for an isolated molecule of C4H7NO.

Geometry as ORCA input:
```
! RIJCOSX wB97M-V def2-TZVPD def2/J DEFGRID3
* xyz 0 1
O -2.59769 0.68958 -0.06636
C -1.81597 -0.10721 0.39334
C -0.48254 0.27584 0.99549
N 0.56157 -0.53625 0.37132
C 0.60530 -0.48373 -1.08659
C 1.64339 0.18754 -0.27742
H -2.00768 -1.19954 0.35388
H -0.49612 0.06370 2.07384
H -0.35261 1.35838 0.85133
H -0.11174 0.15294 -1.60381
H 0.81054 -1.43339 -1.57214
H 2.63611 -0.24471 -0.18540
H 1.60742 1.27685 -0.24747
*
```

Results
Lowest unoccupied orbital energy (eV): 1.10
Frontier orbital gap (eV): 10.6
Largest force on an atom (eV Å⁻¹): 0.5
Molar mass (g/mol): 85.1

Which charges does Mulliken predict for the atoms? In e, they are:
1. O -0.463
2. C 0.043
3. C -0.417
4. N -0.325
5. C -0.325
6. C -0.401
7. H 0.362
8. H 0.334
9. H 0.225
10. H 0.261
11. H 0.239
12. H 0.236
13. H 0.231